# C18H28ClN2O3Pd

C18H28ClN2O3Pd as an isolated structure (ωB97M-V with the def2-TZVPD basis set, OMol25).

Properties
* energy: -1625.58170 a.u.
* E_HOMO: -0.071 hartree
* orbital gap: 4.873 eV
* charge: -1
* ΔE to the lowest compared entry with this formula, charge and spin: 226.61 kcal per mole

Geometry as XYZ:
```
53
Properties=species:S:1:pos:R:3:lowdin_charge:R:1
Pd 0.254 -0.800 0.378 0.76
C 1.986 -3.330 1.964 -0.13
O 0.595 -3.217 2.176 -0.22
C 0.240 -2.627 3.402 -0.21
C 0.787 -1.236 3.638 -0.21
O 0.291 -0.330 2.676 -0.22
C 0.608 1.040 2.963 -0.18
C 2.103 1.289 3.105 -0.22
O 2.866 0.717 2.068 -0.21
C 2.741 1.429 0.838 -0.11
H 2.468 -3.863 2.796 0.09
H 2.117 -3.894 1.043 0.08
H 2.465 -2.355 1.834 0.07
H -0.851 -2.596 3.411 0.13
H 0.580 -3.256 4.240 0.12
H 0.464 -0.916 4.639 0.14
H 1.882 -1.245 3.627 0.11
H 0.191 1.617 2.129 0.07
H 0.101 1.335 3.890 0.13
H 2.245 2.379 3.145 0.13
H 2.499 0.876 4.036 0.11
H 3.240 2.403 0.917 0.09
H 3.228 0.829 0.073 0.08
H 1.697 1.590 0.554 0.02
Cl -0.152 2.319 -1.258 0.45
C -3.531 2.677 -2.106 0.08
C -3.351 1.498 -1.951 -0.19
C -3.153 0.098 -1.775 -0.18
C -2.443 -0.515 -0.803 -0.16
C -1.686 -0.022 0.347 -0.31
C -1.801 1.422 0.790 -0.54
C -2.743 1.653 1.761 -0.06
H -3.793 3.706 -2.133 0.01
H -3.666 -0.540 -2.490 0.09
H -2.468 -1.602 -0.852 0.09
H -1.987 -0.656 1.194 0.08
H -3.310 0.837 2.194 0.02
H -2.948 2.656 2.120 0.02
C 0.192 -0.727 -5.889 -0.04
C 0.411 -1.052 -4.464 -0.32
C 1.187 -1.846 -3.710 -0.03
C 0.804 -1.441 -1.247 -0.16
N 0.626 -1.297 -2.507 -0.20
N -0.120 -0.342 -3.349 0.11
C -0.872 2.410 0.383 -0.60
H 0.733 -1.426 -6.527 0.07
H 0.539 0.286 -6.097 0.08
H -0.868 -0.771 -6.147 0.08
H 2.015 -2.527 -3.788 0.09
H -1.119 -0.365 -3.154 0.10
H 0.096 3.271 -4.636 0.01
H -0.240 3.012 -4.024 -0.02
H -1.148 3.442 0.576 0.02
```